{
  "formula": "C36H72O23S4",
  "method": "ωB97M-V/def2-TZVPD",
  "de_lowest_kcal_mol": 27.61,
  "homo_lumo_gap_ev": 9.5,
  "fmax_ev_per_a": 2.5,
  "energy_ha": -4737.92108,
  "homo_ev": -9.26,
  "species": ["C", "C", "O", "S", "O", "O", "O", "H", "H", "H", "H", "C", "C", "O", "S", "O", "O", "O", "H", "H", "H", "H", "C", "C", "O", "S", "O", "O", "O", "H", "H", "H", "H", "C", "C", "O", "S", "O", "O", "O", "H", "H", "H", "H", "C", "C", "C", "O", "C", "H", "H", "H", "H", "H", "H", "H", "H", "C", "C", "C", "O", "C", "H", "H", "H", "H", "H", "H", "H", "H", "C", "C", "C", "O", "C", "H", "H", "H", "H", "H", "H", "H", "H", "C", "C", "C", "O", "C", "H", "H", "H", "H", "H", "H", "H", "H", "C", "C", "C", "O", "C", "H", "H", "H", "H", "H", "H", "H", "H", "C", "C", "C", "O", "C", "H", "H", "H", "H", "H", "H", "H", "H", "C", "C", "C", "O", "C", "H", "H", "H", "H", "H", "H", "H", "H"],
  "positions_angstrom": [[-0.477500, -0.404096, 5.254606], [-1.629726, -1.324892, 4.936767], [-0.902018, -2.540818, 4.619398], [0.494938, -2.668242, 5.439685], [1.581713, -2.600929, 4.511543], [0.475559, -3.743847, 6.369403], [0.289248, -1.231857, 6.156669], [-0.695362, 0.414727, 5.939975], [0.046751, 0.015032, 4.397558], [-2.137718, -1.019259, 4.026628], [-2.259810, -1.504518, 5.802365], [6.745618, -2.475852, 1.781880], [6.889919, -1.103673, 1.099338], [5.681129, -0.382601, 1.331976], [4.666896, -1.243116, 2.261198], [3.340489, -1.180621, 1.762107], [4.912651, -0.949106, 3.626462], [5.340224, -2.647634, 1.842342], [7.179016, -2.436681, 2.781060], [7.251367, -3.220665, 1.175960], [6.974339, -1.180289, 0.015263], [7.768738, -0.579330, 1.473014], [0.235431, -1.193908, 1.521267], [0.929943, -0.880808, 0.200584], [-0.117188, -0.376406, -0.664603], [-1.146014, 0.446190, 0.222592], [-2.439449, 0.504471, -0.374165], [-0.592228, 1.673517, 0.705315], [-1.108571, -0.653855, 1.414544], [0.670634, -0.720821, 2.397674], [0.190062, -2.258163, 1.738652], [1.370474, -1.678068, -0.390504], [1.634404, -0.057232, 0.306241], [-5.522847, 1.026178, 0.248588], [-7.037500, 1.001489, 0.530081], [-7.509470, 2.377147, 0.303969], [-6.274139, 3.315121, -0.133041], [-6.270422, 4.532555, 0.589995], [-6.117427, 3.239586, -1.544942], [-5.184842, 2.354380, 0.593102], [-5.331077, 0.887384, -0.815970], [-5.069008, 0.256273, 0.864853], [-7.330634, 0.741821, 1.543774], [-7.641117, 0.473742, -0.207688], [3.176734, -6.531305, 0.518361], [3.122558, -4.996053, 0.403137], [2.212342, -4.565915, 1.571668], [1.404245, -5.700267, 1.868343], [2.119215, -6.889684, 1.564979], [4.141562, -6.963183, 0.784224], [2.908704, -7.009334, -0.425726], [2.643047, -4.767966, -0.546904], [4.121839, -4.575421, 0.482388], [1.533550, -3.783928, 1.245459], [2.816066, -4.329135, 2.451042], [1.416420, -7.655230, 1.236972], [2.562390, -7.239780, 2.505922], [1.665872, -4.021041, -4.673882], [0.255382, -3.932117, -4.082896], [0.373518, -2.765258, -3.083577], [1.721596, -2.308050, -3.192106], [2.544620, -3.400779, -3.607752], [1.730857, -3.414903, -5.579634], [1.887884, -5.049882, -4.964883], [0.108793, -4.883179, -3.562352], [-0.502976, -3.868138, -4.859033], [0.189726, -3.054382, -2.045881], [-0.216079, -1.917139, -3.430673], [2.795502, -4.029017, -2.744677], [3.485600, -3.040090, -4.019439], [-3.319030, -0.963374, -3.182340], [-3.184013, -1.996923, -4.287087], [-4.307050, -2.984445, -3.953658], [-4.268609, -3.047553, -2.542810], [-3.863888, -1.788420, -2.006899], [-4.015818, -0.172407, -3.474634], [-2.389824, -0.450130, -2.942061], [-2.189048, -2.439640, -4.300670], [-3.326201, -1.617740, -5.304309], [-4.076286, -3.976932, -4.338902], [-5.247712, -2.600141, -4.363774], [-3.050127, -1.949749, -1.297259], [-4.681528, -1.301894, -1.472928], [3.169531, 1.372399, -2.401322], [4.071263, 0.097909, -2.297159], [4.643746, -0.122082, -3.698636], [3.719923, 0.482559, -4.584782], [3.057211, 1.565190, -3.893133], [3.712900, 2.144913, -1.856986], [2.301997, 1.083303, -1.812357], [3.435301, -0.761766, -2.070357], [4.815783, 0.121378, -1.499323], [4.761801, -1.171205, -3.974347], [5.654788, 0.303868, -3.793188], [2.039155, 1.442138, -4.249819], [3.488271, 2.514525, -4.213889], [-2.000010, 3.407753, -2.764074], [-1.069938, 4.520705, -2.246262], [0.317336, 3.914748, -2.329751], [0.296439, 2.895339, -3.314827], [-1.043213, 2.453756, -3.532756], [-2.719207, 3.824691, -3.463223], [-2.405659, 2.856849, -1.919339], [-1.381108, 4.757676, -1.231479], [-1.210291, 5.374882, -2.907903], [0.622565, 3.461332, -1.380096], [1.017364, 4.733002, -2.515494], [-1.104698, 1.486404, -3.015725], [-1.360225, 2.266227, -4.557999], [-3.048028, 3.223700, 3.117307], [-4.180835, 2.268407, 3.471882], [-3.936672, 2.145536, 4.987334], [-2.524700, 1.994974, 5.058797], [-1.887586, 2.623608, 3.950047], [-3.244308, 4.207947, 3.545637], [-2.835708, 3.308714, 2.053444], [-4.023424, 1.291722, 3.011763], [-5.148086, 2.704927, 3.228929], [-4.441572, 1.257809, 5.365592], [-4.282060, 3.050338, 5.493958], [-1.290668, 1.910521, 3.379736], [-1.284419, 3.482343, 4.253757], [1.248347, 5.465556, 0.468664], [-0.110599, 5.502234, 1.144837], [0.139375, 6.081096, 2.541771], [1.567448, 6.179867, 2.685986], [2.082725, 6.363921, 1.379421], [1.306015, 5.789491, -0.567932], [1.658691, 4.454720, 0.512700], [-0.528212, 4.500726, 1.245778], [-0.791761, 6.150448, 0.590861], [-0.212232, 5.414360, 3.331896], [-0.347083, 7.037715, 2.755463], [3.139891, 6.100907, 1.332421], [1.969118, 7.440116, 1.182914]],
  "forces_ev_per_angstrom": [[-0.55, 0.98, 1.96], [1.04, 0.10, -0.57], [0.28, -0.84, 0.06], [-0.28, 0.75, -0.52], [-0.54, 0.10, 0.09], [-0.38, 0.66, -0.01], [1.18, -1.22, -0.55], [-0.57, 0.18, -0.51], [0.36, -0.54, -0.06], [-0.32, -0.15, 0.14], [-0.22, 0.09, -0.10], [0.53, 1.21, -0.11], [0.51, -0.13, -0.48], [-0.86, 0.00, 0.75], [0.96, 0.00, -0.41], [0.33, -0.12, -0.32], [0.18, -0.11, -0.07], [-0.89, -0.36, 0.32], [-0.14, -0.20, 0.08], [-0.47, -0.39, 0.08], [0.02, -0.16, 0.02], [-0.24, 0.25, 0.14], [-0.17, -0.22, 0.69], [0.25, 1.09, -0.63], [-0.90, 0.74, -0.39], [0.14, -0.55, 0.83], [0.53, -0.53, 0.08], [0.26, -0.38, -0.20], [-0.46, 0.45, -0.57], [0.48, 0.06, -0.28], [-0.43, 0.01, -0.11], [0.07, -0.26, 0.45], [0.23, -0.26, 0.12], [-1.47, -0.42, -0.27], [-0.98, 0.78, -1.05], [0.65, 0.64, 0.06], [0.17, -1.45, 1.16], [-0.22, -0.01, -0.35], [-0.03, 0.27, 0.15], [0.54, 0.74, -0.22], [0.18, -0.29, 0.12], [0.64, 0.43, 0.01], [0.22, -0.01, 0.05], [0.38, -0.67, 0.24], [-0.27, -0.63, -0.22], [-0.11, -0.59, 0.32], [0.39, -1.00, -0.46], [-0.46, 0.12, -0.45], [0.14, 0.17, 0.78], [0.11, 0.34, 0.13], [0.04, 0.16, -0.08], [0.22, 0.36, -0.04], [-0.11, 0.30, -0.22], [0.13, 0.31, 0.43], [-0.17, 0.47, 0.01], [-0.09, 0.12, -0.07], [0.20, -0.13, -0.15], [-0.11, -0.47, -0.59], [0.59, -0.91, 0.53], [0.35, 0.20, -1.03], [0.76, 0.25, 0.44], [-0.43, 0.27, -0.16], [0.13, 0.08, 0.07], [0.23, 0.06, 0.14], [-0.37, 0.16, 0.12], [-0.11, 0.33, 0.14], [-0.41, 0.02, -0.08], [-0.31, 0.00, 0.57], [-0.23, -0.31, -0.11], [-0.08, 0.33, 0.08], [-0.33, 0.51, -0.11], [-0.19, 0.03, -0.95], [1.33, 0.32, -0.06], [-0.53, -0.13, 0.44], [0.65, 0.04, -0.17], [-0.10, -0.11, 0.00], [0.08, -0.16, 0.07], [-0.13, -0.34, 0.30], [-0.01, 0.31, 0.17], [-0.34, -0.06, -0.01], [-0.17, -0.18, 0.23], [-0.17, -0.24, 0.15], [-0.13, -0.02, -0.10], [1.65, -1.51, 1.12], [-0.25, -0.84, -0.09], [0.38, 0.31, 0.19], [0.45, 0.03, 0.60], [-0.75, -0.46, -0.91], [-0.32, 0.45, -0.32], [-0.57, 0.63, -0.53], [-0.06, 0.04, -0.03], [0.12, 0.28, -0.13], [-0.25, -0.05, 0.05], [-0.12, 0.31, -0.06], [-0.12, 0.67, 0.14], [-0.10, 0.07, -0.04], [1.07, -0.18, -0.56], [-0.95, -0.57, -0.20], [-0.13, 0.21, 0.70], [-0.03, 0.76, -1.08], [-0.50, -0.68, 1.81], [-0.50, -0.19, 0.40], [-0.57, 0.12, -0.20], [0.27, 0.37, -0.01], [0.37, 0.22, 0.21], [-0.15, 0.00, 0.08], [0.39, -0.47, -0.59], [-0.09, -0.17, -0.29], [0.69, 0.46, -0.30], [0.45, -0.65, 0.19], [-0.02, 0.82, 0.65], [-0.23, -0.19, -1.49], [0.42, -0.36, 0.71], [-0.81, 1.04, -0.70], [-0.24, 0.08, -0.27], [0.04, 0.00, 0.01], [-0.18, 0.01, -0.16], [-0.10, -0.30, -0.06], [0.24, 0.03, 0.44], [0.05, -0.06, 0.21], [0.03, -0.09, 0.10], [0.41, -0.42, 0.37], [0.75, 0.07, 0.44], [-0.71, 0.25, -0.10], [0.54, -0.35, 0.61], [-0.29, -0.41, 0.13], [0.02, 0.42, 0.03], [-0.32, 0.09, 0.00], [0.04, 0.03, -0.01], [-0.17, 0.07, -0.26], [-0.16, -0.20, 0.03], [0.09, -0.09, -0.04], [0.14, 0.20, -0.43], [0.00, 0.09, 0.33], [0.09, -0.13, -0.60]],
  "lowdin_charge": [-0.17, -0.13, -0.21, 0.63, -0.24, -0.21, -0.19, 0.13, 0.12, 0.12, 0.14, -0.16, -0.16, -0.19, 0.63, -0.20, -0.20, -0.20, 0.13, 0.14, 0.13, 0.13, -0.14, -0.15, -0.20, 0.60, -0.22, -0.23, -0.20, 0.11, 0.12, 0.12, 0.11, -0.20, -0.11, -0.21, 0.62, -0.21, -0.22, -0.22, 0.11, 0.13, 0.13, 0.13, -0.16, -0.14, -0.18, -0.14, -0.20, 0.10, 0.10, 0.09, 0.09, 0.09, 0.12, 0.12, 0.12, -0.17, -0.15, -0.18, -0.16, -0.19, 0.12, 0.11, 0.11, 0.10, 0.12, 0.11, 0.11, 0.11, -0.16, -0.16, -0.20, -0.13, -0.19, 0.12, 0.08, 0.08, 0.12, 0.12, 0.12, 0.11, 0.10, -0.13, -0.15, -0.22, -0.14, -0.18, 0.11, 0.09, 0.08, 0.10, 0.10, 0.11, 0.11, 0.12, -0.13, -0.15, -0.22, -0.14, -0.17, 0.11, 0.09, 0.09, 0.11, 0.10, 0.11, 0.09, 0.12, -0.15, -0.17, -0.19, -0.15, -0.19, 0.12, 0.10, 0.11, 0.11, 0.12, 0.12, 0.10, 0.11, -0.17, -0.16, -0.18, -0.14, -0.21, 0.10, 0.11, 0.09, 0.11, 0.10, 0.12, 0.12, 0.12]
}